DFT (the ωB97M-V functional and the def2-TZVPD basis) results for a 6-piece molecular cluster, C22H52IN9O7P overall in a non-equilibrium geometry.

Its frontier orbital gap is 6.8 eV. The calculation puts the LUMO energy at -3.96 eV. The charge is +1. The largest force on an atom comes out at 5.46 eV/Å. The HOMO energy comes out at -10.74 eV.

XYZ file:
```
92
Properties=species:S:1:pos:R:3:forces:R:3
I 2.773 -4.911 0.880 -0.401 0.454 0.022
P 3.293 -4.248 -1.420 -1.156 -2.471 -2.254
O -5.593 4.009 0.417 -0.020 -0.196 0.094
O -8.642 2.837 3.990 0.287 -0.587 0.057
O -1.005 -0.543 -1.187 0.640 -0.309 -0.164
O -1.834 6.709 3.228 0.604 -0.443 -0.053
O 1.726 -4.292 -2.257 2.905 0.346 0.941
O 1.773 -6.008 -4.742 0.115 0.173 0.078
O 3.439 -1.492 0.642 -0.940 -0.830 -2.661
N 2.663 -1.687 -3.644 0.369 0.480 3.250
N -7.176 1.471 2.977 -0.321 0.110 0.443
N 5.545 -2.828 0.286 -2.033 1.591 0.341
N 2.280 -4.662 -6.466 -0.167 -0.677 0.373
N -4.735 5.416 1.941 -0.682 -0.587 -0.401
N 2.079 -0.704 -1.330 1.522 -4.181 -3.163
N -2.240 1.275 -0.726 0.702 -1.334 0.287
N -1.175 4.682 3.933 0.076 0.482 -0.345
N 3.839 -2.576 -1.598 -3.057 2.766 -0.421
C 2.832 -1.667 -2.264 0.036 0.468 1.076
C -4.765 6.340 3.050 0.250 0.169 0.088
C 2.107 -1.313 0.053 -1.598 0.276 1.866
C -8.098 1.736 3.946 -0.285 0.890 -0.177
C 7.609 -2.124 -1.087 0.789 0.887 1.127
C -1.759 0.039 -0.410 -0.308 0.992 -0.369
C -7.163 5.028 1.913 -0.095 -0.041 -0.044
C 4.431 -1.971 -0.351 2.511 2.525 0.592
C 1.708 -7.010 -6.917 -0.074 -0.204 0.078
C 2.496 -4.313 -7.850 0.125 0.499 0.026
C -8.412 0.649 4.937 -0.149 -0.071 0.202
C -6.439 0.248 2.767 0.065 0.287 -0.349
C -3.127 2.106 0.053 -0.249 0.378 -0.382
C 0.451 6.134 2.795 0.159 0.171 -0.107
C 9.518 -3.954 -0.975 0.070 0.641 -0.115
C 1.918 -5.873 -5.955 0.040 0.302 0.403
C -0.934 5.879 3.326 -0.769 0.475 0.070
C 6.840 -2.055 0.396 0.482 -0.191 -0.728
C -2.181 -0.569 0.900 0.062 -0.243 0.096
C -5.787 4.771 1.361 0.470 0.164 -0.098
C 9.209 -2.345 -0.745 -0.349 -1.284 -0.979
C -0.252 3.592 4.140 -0.352 -0.158 0.241
H -8.815 -0.225 4.418 0.161 -0.020 0.144
H 6.647 -0.938 0.743 0.563 -2.195 -0.686
H 1.178 6.097 3.612 0.027 -0.111 -0.187
H 7.175 -2.981 -1.778 0.882 1.718 1.686
H 1.805 -3.507 -8.110 0.111 -0.095 -0.292
H 10.684 -4.165 -1.010 -2.547 0.380 0.120
H 2.337 -5.157 -8.524 0.015 0.145 0.265
H 1.423 -7.911 -6.366 0.084 0.323 -0.009
H -6.668 -0.120 1.763 0.169 -0.248 0.093
H -7.413 6.088 1.815 -0.004 -0.114 0.176
H 0.700 5.392 2.030 0.143 0.032 0.159
H 1.985 -0.999 -4.040 0.846 -1.046 0.382
H 2.404 -3.943 -5.764 -0.124 -0.254 -0.236
H -0.656 2.705 3.646 0.273 -0.143 0.077
H -2.617 3.051 0.256 -0.277 0.019 0.136
H 0.904 -6.765 -7.617 0.201 -0.060 -0.048
H 2.635 -7.216 -7.460 -0.191 0.046 -0.083
H -5.775 6.507 3.429 0.122 -0.169 -0.216
H -4.140 5.933 3.849 -0.169 0.389 0.047
H -1.720 -1.554 1.015 -0.068 0.230 -0.159
H -5.372 0.479 2.831 0.073 -0.303 -0.005
H 1.902 -4.905 -3.029 -0.430 0.372 0.513
H -4.022 2.300 -0.544 0.003 0.195 0.412
H -7.900 4.447 1.351 0.255 0.098 0.089
H -4.344 7.290 2.711 -0.036 -0.045 0.372
H -1.916 1.622 -1.620 -0.125 -0.054 0.162
H -1.853 0.065 1.729 -0.226 -0.047 -0.027
H -6.687 -0.522 3.499 -0.012 0.239 -0.113
H -7.510 0.377 5.493 -0.120 -0.156 -0.089
H -3.268 -0.691 0.923 0.131 0.107 0.158
H -9.162 1.004 5.649 0.195 0.050 -0.268
H -7.208 4.721 2.962 -0.166 0.182 -0.084
H -2.126 4.578 4.266 0.217 0.012 -0.013
H 1.443 -2.282 0.019 1.657 1.516 0.251
H -3.417 1.640 0.997 0.099 0.022 -0.238
H 7.534 -1.097 -1.660 -0.175 -1.995 1.193
H 3.523 -3.955 -7.955 -0.092 -0.041 -0.317
H -7.014 2.246 2.345 -0.003 -0.172 -0.006
H 3.240 -2.300 -4.277 -0.810 1.021 1.339
H 0.493 7.127 2.339 -0.171 -0.238 0.163
H 9.834 -1.759 -1.541 -1.005 -0.942 1.847
H 5.003 -0.984 -0.709 -1.356 -2.087 0.479
H 9.029 -4.226 -2.028 1.180 0.298 2.409
H -0.182 3.405 5.215 0.235 -0.204 -0.118
H 1.524 -0.553 0.765 1.487 -1.641 -1.640
H 1.073 -0.795 -1.663 0.838 0.811 0.593
H -3.841 5.197 1.521 -0.142 0.186 0.115
H 5.230 -3.063 1.254 0.095 0.183 -1.166
H 9.447 -2.051 0.374 -0.363 -0.320 -2.491
H 9.027 -4.570 -0.099 0.962 1.077 -1.931
H 7.490 -2.616 1.226 -1.424 1.269 -1.961
H 0.743 3.804 3.745 -0.260 0.063 0.061
```
Positions in Å, forces in eV/Å.

Mulliken atomic charge list, values in e, 6 entries: -0.03 0.13 -0.63 -0.63 -0.77 -0.60

DFT (the ωB97M-V functional and the def2-TZVPD basis) results for C19H44NO4PV as an isolated structure in a non-equilibrium geometry.

Its frontier orbital gap is 2.6 eV. The calculation puts the LUMO energy at -9.07 eV. The charge is +1. The largest force on an atom comes out at 4.38 eV/Å. The HOMO energy comes out at -11.65 eV.

XYZ file:
```
70
Properties=species:S:1:pos:R:3:forces:R:3
V 5.753 -1.992 -6.357 -1.109 1.920 1.513
P 3.538 -2.490 -1.607 0.798 -0.912 1.893
O 2.696 -1.638 -2.929 0.897 0.103 -0.454
O 4.446 -3.243 -0.347 -0.009 0.467 -0.419
O 6.778 -0.978 -7.246 -1.966 -3.664 1.380
O 4.939 -3.373 -5.762 2.543 1.928 -2.272
N 0.275 -5.211 -4.027 -0.193 0.227 -0.263
C 2.680 -1.416 -0.384 -0.924 -0.566 -0.271
C -0.736 -0.843 1.561 1.092 0.166 0.385
C 2.055 -2.162 0.805 0.063 0.560 1.043
C -1.657 1.097 2.934 -0.239 -0.461 -0.825
C -3.084 1.654 2.694 0.442 0.323 0.703
C -3.262 3.111 3.145 -0.678 -0.024 0.168
C 2.397 0.341 -4.188 1.351 0.529 0.770
C 0.352 -1.336 2.557 0.214 0.344 -0.988
C -6.492 6.741 4.459 0.150 -0.654 0.467
C -6.101 5.252 4.621 -0.008 0.717 -0.874
C 1.951 1.339 -3.077 -0.162 -0.567 -0.361
C 2.468 -4.198 -3.650 -0.698 -0.387 0.462
C 0.945 -3.925 -3.782 0.191 -0.904 0.196
C 2.943 -4.134 -2.182 0.052 0.294 -1.430
C -0.929 0.681 1.620 -0.647 -0.323 0.537
C 1.730 -1.106 1.912 -0.213 -0.415 -0.385
C -4.734 3.392 3.513 0.502 0.261 -0.826
C -5.077 4.892 3.532 -0.425 -0.528 0.519
C 3.398 -0.650 -3.550 -2.324 0.604 0.181
H -7.284 6.829 3.716 0.097 0.187 -0.048
H 0.226 -2.409 2.721 -0.040 0.091 0.404
H 4.030 -0.066 -2.867 0.584 -0.404 -0.180
H 0.073 -5.680 -3.152 0.027 -0.086 -0.071
H -0.368 -1.077 0.555 -0.384 -0.313 -0.026
H -7.001 4.651 4.467 0.097 -0.176 0.284
H 1.132 -2.688 0.549 0.118 0.040 -0.357
H -4.977 2.891 4.453 -0.014 0.087 0.014
H -1.761 0.179 3.518 0.089 0.158 0.197
H 0.021 1.211 1.523 0.028 -0.124 -0.098
H 2.594 -5.238 -3.965 0.084 0.113 -0.128
H 3.311 -0.607 -0.011 0.457 -0.322 -0.181
H -1.555 0.948 0.764 0.138 0.243 0.015
H 0.898 1.167 -2.860 -0.007 0.379 0.052
H 1.557 -0.182 -4.636 0.106 -0.016 -0.165
H 3.798 -4.807 -2.095 0.092 0.207 0.292
H 2.152 2.357 -3.403 -0.347 0.059 0.071
H 0.724 -3.252 -4.607 -0.062 0.113 0.130
H -5.685 5.051 5.609 -0.049 -0.054 -0.007
H 2.978 0.914 -4.914 -0.348 -0.130 -0.345
H 0.271 -0.764 3.482 -0.018 -0.315 0.168
H 2.726 -2.884 1.266 0.090 -0.083 -0.363
H -3.372 1.576 1.643 0.033 -0.093 0.029
H 5.234 -3.633 -0.747 -0.041 -0.092 0.343
H -4.191 5.518 3.673 0.062 -0.136 -0.004
H -5.611 7.299 4.138 -0.151 0.193 0.008
H 2.493 1.194 -2.139 0.030 -0.066 -0.067
H -0.609 -5.079 -4.504 0.025 -0.076 0.016
H -5.331 2.926 2.720 -0.192 -0.102 0.257
H 1.703 -0.120 1.438 0.157 0.067 0.208
H -5.508 5.148 2.559 0.128 0.183 0.020
H -6.846 7.153 5.405 -0.070 0.106 -0.112
H 2.562 -1.135 2.619 -0.158 0.224 0.139
H 2.170 -4.562 -1.541 0.101 0.314 0.278
H -2.654 3.343 4.025 0.144 -0.106 -0.107
H -2.966 3.804 2.351 0.115 -0.056 0.031
H 1.855 -0.926 -0.908 0.098 0.045 -0.021
H -3.787 1.037 3.261 -0.049 0.059 -0.063
H 4.043 -1.105 -4.371 0.803 -0.328 -0.733
H 4.775 -2.038 -2.133 -0.414 0.056 -0.333
H -1.051 1.784 3.526 -0.088 0.080 -0.054
H 0.549 -3.547 -2.831 0.227 0.668 -0.238
H 3.065 -3.597 -4.344 -0.018 0.128 0.203
H -1.656 -1.387 1.777 -0.186 0.241 -0.308
```
Positions in Å, forces in eV/Å.

Mulliken atomic charge list, values in e, 6 entries: 1.69 0.59 -0.10 -0.67 -0.60 -0.65

DFT (the ωB97M-V functional and the def2-TZVPD basis) results for a 12-piece molecular cluster, C42H82Cl6O20S10 overall in a non-equilibrium geometry.

As for the energy relative to the best compared isomer or geometry (same formula, charge and spin): 0.000 eV. Its frontier orbital gap is 9.7 eV. The calculation puts the LUMO energy at -0.15 eV. The SMILES is O=S1(=O)CCCC1.O=S1(=O)CCCC1.O=S1(=O)CCCC1.O=S1(=O)CCCC1.O=S1(=O)CCCC1.O=S1(=O)CCCC1.O=S1(=O)CCCC1.O=S1(=O)CCCC1.O=S1(=O)CCCC1.O=S1(=O)CCCC1.ClC(Cl)Cl.ClC(Cl)Cl. The charge is 0. The largest force on an atom comes out at 3.00 eV/Å. The HOMO energy comes out at -9.84 eV.

XYZ file:
```
160
Properties=species:S:1:pos:R:3:forces:R:3
Cl 3.204 5.131 1.911 0.237 -0.391 0.040
Cl 0.139 1.795 5.764 0.267 -0.065 0.190
Cl 2.693 0.688 4.928 0.280 -0.172 -0.593
Cl 1.273 -0.516 7.119 -0.343 -0.569 0.161
Cl 3.960 2.467 0.930 0.015 0.177 0.044
Cl 4.535 3.219 3.701 -0.236 0.174 -0.503
S -3.466 -0.394 -3.832 -0.970 -0.029 -0.186
S -0.261 3.342 -3.669 -0.996 -0.908 -0.515
S -0.946 4.374 2.354 2.047 -0.401 -0.326
S 1.113 -0.658 0.275 0.517 -0.496 -0.476
S 1.019 -3.708 4.562 -0.031 0.501 -0.285
S 3.024 -1.780 -4.782 0.579 -1.092 0.023
S -4.459 0.251 5.618 -0.383 0.952 -0.742
S -5.551 1.053 0.296 0.006 -1.478 0.368
S 6.662 0.546 -1.406 0.114 1.235 -0.755
S 1.172 -6.747 -0.686 -0.469 -1.029 0.716
O 3.460 -2.874 -3.952 -0.595 -0.335 0.734
O -3.679 1.384 6.029 0.744 0.264 0.717
O 1.028 -4.495 5.757 -0.478 -0.500 0.819
O 4.072 -0.877 -5.148 -0.192 1.083 -0.312
O -5.828 0.543 5.308 -0.841 -0.463 -0.089
O -2.413 -0.564 -2.884 1.484 -0.301 0.426
O 0.064 -7.651 -0.509 -0.280 -0.149 -0.605
O 2.184 -6.828 0.319 1.157 0.314 0.598
O -2.026 3.607 2.845 -1.630 -0.939 0.175
O -6.739 0.572 -0.362 0.089 0.432 -0.214
O -0.031 -2.741 4.315 -0.164 -0.225 0.025
O 0.264 2.549 -4.752 0.949 -0.357 0.088
O 6.699 1.996 -1.380 -0.473 -0.336 0.627
O 1.731 -0.050 -0.883 -0.006 0.937 -0.036
O 1.630 -1.983 0.541 -0.174 -0.356 0.777
O -4.828 0.084 1.107 0.002 0.522 0.021
O -4.711 0.054 -3.265 -0.420 0.162 -0.494
O 7.735 -0.075 -2.116 0.758 -0.881 -0.215
O -1.691 3.224 -3.534 -0.610 0.446 0.587
O 0.092 3.695 1.570 -0.795 0.467 0.107
C -2.889 -1.689 4.800 -0.041 0.134 0.839
C -5.938 2.527 1.258 0.174 -0.035 -0.092
C 0.238 5.019 -3.892 -0.125 0.452 -0.050
C -1.415 5.872 1.546 -0.500 0.479 0.243
C 0.804 -2.637 -5.861 -0.507 0.331 -0.974
C -4.289 -1.336 -6.158 0.142 0.488 1.201
C -3.875 2.956 0.060 0.211 1.110 -0.139
C -3.026 0.665 -5.233 0.353 -0.710 0.462
C 5.034 -1.418 -1.360 -1.512 0.622 -0.325
C -3.311 -0.150 -6.496 -0.706 -0.531 -0.295
C -3.848 -2.310 5.854 -0.900 0.925 -0.456
C 3.422 3.398 2.320 0.162 0.423 0.125
C -3.620 -0.481 4.252 0.273 0.466 -0.540
C 0.401 -1.347 -5.109 -0.335 -0.530 0.324
C 0.520 -5.124 -0.803 0.313 0.504 -0.549
C 1.510 -0.996 -4.125 0.125 -0.560 -0.160
C -5.174 3.645 0.571 0.960 -0.618 0.110
C -0.270 0.168 2.353 -0.211 0.698 -1.523
C 2.270 -2.507 -6.230 -0.396 0.571 -0.225
C -4.355 1.822 -0.786 -0.401 -0.204 -0.347
C 1.257 -4.799 3.122 -1.143 1.460 0.823
C 1.874 -6.846 -2.306 -0.030 0.061 -0.149
C 0.490 3.088 -2.060 0.139 0.994 -1.133
C -0.658 -0.714 0.049 0.185 0.040 0.816
C 1.213 5.312 -2.766 0.517 0.080 0.287
C -3.772 -1.873 -4.782 0.088 0.345 -1.325
C 0.041 6.692 3.310 -0.044 -2.688 -1.322
C 6.512 -0.198 0.217 -0.592 -0.611 0.634
C -4.294 -1.099 6.743 0.560 -0.871 -0.588
C 1.126 0.400 1.755 -0.807 -0.889 -0.869
C -0.121 5.157 3.695 0.017 1.486 0.684
C 0.636 4.556 -1.540 0.191 -1.210 -1.139
C 1.945 -5.368 -2.761 -1.019 -0.661 0.060
C -0.188 6.725 1.776 0.875 -0.134 -0.183
C 5.134 -0.072 -2.093 0.974 0.550 -0.052
C 0.578 -4.749 -2.278 0.337 -0.538 -0.655
C 2.602 -2.893 4.520 -0.850 -0.010 -0.793
C 2.664 -4.497 2.717 1.472 -0.875 -0.250
C 1.620 0.965 6.272 0.091 0.363 0.507
C 3.435 -4.045 3.988 0.868 0.487 0.052
C -1.240 0.235 1.073 0.594 0.130 1.555
C 5.242 -1.119 0.140 0.949 0.746 -1.111
H 1.187 -7.486 -2.862 -0.098 0.346 -0.296
H 2.992 -5.450 2.285 0.640 0.478 0.003
H -4.274 -2.112 -6.923 0.045 0.081 0.072
H -0.540 -1.535 -4.568 0.277 0.316 -0.118
H 1.655 0.061 -4.066 0.286 0.627 0.132
H -5.324 -1.015 -5.998 0.189 0.146 -0.289
H -3.206 3.607 -0.503 -0.271 0.293 -0.321
H -3.001 0.356 3.898 0.041 -0.462 -0.107
H -3.242 2.648 0.885 -0.255 -0.375 0.397
H 0.456 -4.449 2.477 0.156 -0.276 -0.490
H -5.233 -1.193 7.303 0.586 -0.081 0.070
H -0.632 5.656 -3.797 -0.401 -0.022 0.200
H -5.773 4.011 -0.246 0.037 0.432 -0.405
H 1.349 6.387 -2.661 -0.370 0.083 0.400
H 0.637 -3.547 -5.279 0.003 0.211 0.224
H 2.817 -7.380 -2.253 0.214 0.180 0.137
H 2.757 -2.488 5.509 0.325 -0.166 0.249
H 6.373 0.614 0.922 0.055 0.075 0.131
H -4.417 -2.556 -4.250 -0.249 0.043 0.170
H 1.312 4.402 -0.709 -0.143 0.970 0.500
H 2.430 -1.775 -7.021 -0.131 0.026 -0.139
H -1.799 5.702 0.543 0.278 -0.011 -0.042
H -7.014 2.623 1.246 -0.230 0.076 0.069
H -0.122 2.360 -1.538 0.096 0.123 0.281
H -0.318 7.757 1.490 -0.108 0.232 -0.496
H -2.817 -2.341 -4.974 0.452 -0.238 0.225
H -3.731 0.534 -7.245 0.121 -0.406 -0.031
H 2.439 3.057 2.601 -0.145 -0.222 0.154
H 4.027 -1.753 -1.557 -0.408 -0.450 0.264
H 1.117 -5.831 3.414 -0.108 -0.074 0.186
H 0.806 4.606 3.850 0.079 0.276 -0.051
H 0.485 -3.668 -2.390 0.296 -0.046 -0.090
H -0.348 4.973 -1.352 -0.006 0.018 0.757
H -2.614 -2.331 3.982 0.046 -0.579 -0.110
H 1.305 -1.394 -3.137 0.341 -0.097 0.176
H -1.960 -1.405 5.298 0.004 0.058 -0.067
H -4.749 -2.662 5.337 0.197 -0.329 0.078
H 2.123 -5.366 -3.835 -0.098 0.447 0.044
H 5.308 -2.037 0.718 0.054 0.175 0.194
H 0.194 -2.735 -6.778 0.230 -0.045 0.382
H -4.917 4.426 1.271 -0.189 0.382 0.122
H -3.695 1.500 -5.062 0.094 0.325 -0.338
H 0.634 6.254 1.201 -0.104 0.569 0.444
H 1.985 0.157 2.368 0.078 0.045 -0.034
H 1.040 6.941 3.572 0.620 0.852 0.311
H 4.425 -0.485 0.459 -0.495 -0.246 0.273
H 5.676 -2.180 -1.770 0.564 0.000 -0.086
H 2.735 -3.442 -6.520 0.321 -0.047 0.291
H -2.187 6.322 2.167 -0.538 -0.296 -0.048
H -0.248 -5.198 -2.831 -0.013 -0.095 -0.073
H -2.407 -0.630 -6.914 -0.170 0.519 0.278
H 2.207 1.550 6.975 -0.458 0.398 -0.131
H -3.630 1.103 -1.133 0.209 -0.365 0.266
H 2.503 -2.069 3.800 0.206 -0.207 0.079
H 5.289 -0.028 -3.187 -0.059 -0.569 0.530
H -1.312 1.259 0.692 0.154 -0.074 0.162
H 2.791 -3.708 1.974 -0.425 -0.088 -0.053
H 3.515 -4.801 4.769 -0.158 -0.262 -0.148
H -0.728 5.089 4.591 -0.148 -0.362 0.034
H -0.360 -0.769 2.881 0.037 -0.438 0.072
H 0.543 5.106 -4.922 0.591 0.033 -0.185
H 1.498 2.745 -2.276 0.076 -0.487 0.241
H -3.421 -3.101 6.465 0.070 -0.020 -0.111
H -5.567 2.412 2.265 -0.008 -0.388 0.332
H -3.393 -0.828 7.273 -0.159 0.160 0.977
H -1.974 0.953 -5.142 -0.279 0.153 0.116
H -0.438 0.972 3.054 -0.426 0.221 0.157
H -4.873 2.168 -1.676 -0.191 0.140 -0.052
H 1.134 1.391 1.320 0.350 0.437 0.173
H -0.866 -0.404 -0.961 -0.199 -0.398 -0.481
H -0.460 -5.270 -0.365 -0.143 0.747 0.206
H -2.236 -0.106 1.325 -0.305 0.153 0.121
H 0.262 -0.479 -5.757 -0.087 -0.316 -0.307
H -0.737 7.280 3.765 0.010 0.267 0.496
H 4.359 0.677 -1.876 -0.094 -0.534 0.358
H 7.412 -0.756 0.484 0.025 0.195 -0.375
H -4.328 -0.744 3.470 -0.177 0.008 0.032
H 2.226 4.976 -2.970 0.080 -0.448 -0.215
H 4.459 -3.687 3.822 -0.220 -0.274 -0.421
H -0.968 -1.722 0.336 0.072 -0.040 -0.588
H 1.219 -4.425 -0.346 -0.374 -0.085 0.809
H 2.763 -4.870 -2.254 0.222 0.143 -0.059
```
Positions in Å, forces in eV/Å.

Mulliken atomic charge list, values in e, 6 entries: -0.15 -0.08 -0.05 -0.10 -0.05 -0.15